--- one ---
Here is 12 unconnected molecules or ions with the total composition C24H72O12S12 from the OMol25 dataset. Energies are from ωB97M-V/def2-TZVPD.

The gap between HOMO and LUMO comes out at 8.89 eV. The highest occupied orbital energy is -9.0 eV.

```
120
Properties=species:S:1:pos:R:3:mulliken_charge:R:1
C -1.65914 3.74797 1.03335 0.008
S -0.18167 0.97400 -0.23181 0.640
O -1.06284 -0.19918 6.19747 -0.601
H -0.98482 2.77542 6.79827 0.283
C 2.23615 2.82754 1.95943 -0.293
S -3.66377 0.03645 1.31114 0.935
H -1.38291 -6.87472 0.46359 0.375
H -0.86338 1.72025 4.00178 0.123
H -1.88449 0.55459 3.39724 -0.015
O -4.36926 -5.96962 1.04269 -0.647
H 0.32875 -0.09878 -6.29428 0.251
H -1.61057 -0.97034 -5.52987 0.195
O 2.95282 -0.43871 2.38342 -0.328
S -4.64724 2.52782 -4.11143 0.440
O -0.59220 -2.70032 -7.49170 -0.627
H -3.81234 0.23275 -4.76887 0.372
H -5.79721 1.00031 1.83069 0.479
C 0.30077 -4.09099 -5.43432 -0.788
H -2.38023 0.75666 -1.23972 0.098
H 3.13912 -3.62901 -3.26939 0.332
H 0.86030 -0.43205 4.15408 0.217
C -1.97592 2.32355 6.75794 -1.029
H 1.90687 -0.16257 0.32285 -0.459
H -6.45571 2.01979 -2.35579 0.452
O 1.89286 -5.30649 -0.94278 -0.681
H -1.98258 -1.86055 -4.08630 0.559
H -3.12280 1.45791 -5.66291 0.483
H -0.66884 3.81705 0.58320 -0.164
H 3.35082 -3.72809 0.83578 0.623
H 2.90857 2.06071 2.34404 -0.064
O -5.76964 2.38556 -5.17108 -0.647
H -2.49800 1.15355 -3.99232 0.139
H 0.62171 -4.88464 -6.10902 0.453
H -4.34284 -0.64182 3.64661 0.371
C -3.42938 -3.99026 -0.45954 -0.910
H 1.28882 4.95905 0.29008 -0.008
H -2.56396 2.16021 3.92214 0.293
C 1.19861 -0.19261 -0.50513 0.488
C 1.78299 -0.16269 4.66807 -1.048
H -1.01051 0.24350 -2.36574 -0.355
H -0.36476 -1.62690 -4.46921 -0.175
H 1.77209 0.92712 4.68550 0.373
O 7.53513 1.68473 0.20013 -0.650
S -3.08649 -5.15625 0.97554 0.521
H 2.18178 -0.00331 -6.01566 0.327
H -2.36025 2.11196 7.75575 0.382
H -0.13238 4.44629 3.14634 -0.016
C -4.09267 -1.08492 2.68267 -1.388
H -3.30318 -1.83070 2.77558 0.352
C -3.37937 1.22336 -4.62983 -0.876
H -4.35170 1.77008 2.73303 0.293
C -1.70889 -5.94293 0.00138 -0.672
H 8.42810 -1.09053 1.21451 0.372
O -0.70301 0.62754 1.14922 -0.589
C 5.08570 0.41235 0.60506 0.206
H -2.24838 3.73361 0.11646 0.378
H -4.88270 1.67290 -1.79061 0.015
H 3.59794 1.34885 -4.23067 0.351
H 3.23061 -2.22400 -2.24756 0.087
H -2.72120 3.07515 6.49760 0.378
H 0.10914 6.13910 2.49613 0.315
H 2.68680 1.97483 -2.77515 -0.041
C 2.42188 -2.67412 3.93494 -1.060
S -1.15768 -3.25995 -6.17798 0.383
H -1.47789 -0.80066 -1.08215 -0.121
S -2.20354 0.72708 5.82178 0.449
O -4.18068 -0.56556 -0.00498 -0.645
C -4.78862 1.41256 1.80062 -1.073
C 7.40261 -0.74828 1.35367 -0.913
S 3.17172 -0.98047 3.78364 0.309
H 1.74989 -3.14953 1.17815 0.054
H -4.96309 -1.68707 2.42210 0.486
C -1.87633 1.34509 4.14767 -0.353
H -1.76856 2.84329 1.63140 -0.015
H -4.31583 -3.45464 -0.11981 0.284
H 0.05975 -4.53927 -4.47046 0.315
S 1.85661 -3.81756 -1.13421 0.656
H 2.04703 -2.73707 4.95652 0.429
H 1.56368 -2.93627 3.31617 0.252
H 1.78616 -0.65561 5.64024 0.510
C -0.58352 5.41264 2.92107 -0.659
H -0.77246 -5.38925 0.06949 0.082
H 2.42455 2.63886 -4.38657 0.450
C 2.33462 5.24107 0.41200 -0.763
H -2.13238 -6.19551 -0.97070 0.283
H 3.00078 -2.15056 0.36310 -0.319
C 3.29816 -3.31187 -2.23874 -0.821
C -1.42066 0.25285 -1.35590 0.389
H 4.54047 1.02756 -0.11072 -0.149
O 1.54995 -0.73175 -3.44908 -0.554
H -2.71697 -3.18064 -0.61792 0.188
H -4.58745 2.17497 1.04804 0.243
C 1.19756 0.45993 -5.94626 -1.018
H 1.24771 2.46698 1.67470 -0.083
C 2.53539 -3.13441 0.42260 -0.421
S 3.20394 3.55295 0.53828 0.317
H 2.17746 3.49720 2.81747 0.587
H 2.32157 5.68747 1.40632 0.370
H 6.82903 -1.67492 1.33299 0.282
H -0.72644 5.77714 3.93832 0.452
O -3.33776 4.87067 2.70398 -0.612
H 4.70930 -0.60966 0.64900 -0.153
H -3.77069 -4.45449 -1.38480 0.494
H 2.61811 5.86584 -0.43499 0.408
S 6.77796 0.35490 0.01314 0.460
H -5.63807 0.58900 -2.88671 0.295
H 1.74982 0.33674 -1.28235 -0.428
H 7.38294 -0.24754 2.32163 0.284
H 5.13579 0.91561 1.57063 0.215
H 1.10056 1.43158 -6.43059 0.412
H 0.94608 -1.20740 -0.81259 0.326
S 1.13107 0.64612 -4.06037 0.672
H 1.12928 -3.39900 -5.28327 0.110
H 4.30569 -3.53264 -1.88625 0.407
C -1.31807 -1.84585 -4.95019 -0.438
H 3.13691 -3.47998 3.76937 0.419
C 2.65475 1.72669 -3.83605 -0.698
O 2.51365 2.76554 -0.58718 -0.577
C -5.48805 1.65180 -2.69681 -0.667
S -2.13696 5.28987 1.84056 0.379
```

***

--- two ---
Here is 12 unconnected molecules or ions with the total composition C24H72O12S12 from the OMol25 dataset. Energies are from ωB97M-V/def2-TZVPD.

The gap between HOMO and LUMO comes out at 8.86 eV. The highest occupied orbital energy is -8.9 eV.

```
120
Properties=species:S:1:pos:R:3:mulliken_charge:R:1
O 8.55308 -2.51166 5.09668 -0.609
S -2.03803 1.55630 1.53911 0.470
H -5.93780 -5.28947 8.59144 0.300
H 3.66493 -4.61626 10.95423 0.300
S 7.29250 -3.23282 4.70358 0.495
S -6.18854 -3.90099 6.74853 0.495
C -1.29476 7.04165 6.81980 -0.995
H -0.88509 1.13215 -0.52125 0.302
S 0.34103 -1.31918 -9.17951 0.499
H -5.86288 -1.61760 5.78568 0.317
H 1.88144 6.31160 -5.50065 0.317
C -9.98041 1.45509 -7.31779 -0.852
C -5.99626 -6.43056 -5.40113 -0.822
H 8.30105 7.74333 -2.60904 0.313
H 5.48720 -4.06236 -3.84419 0.304
H 0.52770 -1.59669 11.52257 0.307
C -5.51607 -2.17394 6.65649 -0.959
H 7.51110 6.16993 -2.45217 0.298
C 6.21131 -3.24892 -3.88987 -0.857
O 5.52824 8.19034 -1.99427 -0.626
H 8.34150 -5.44092 4.17608 0.314
O 1.61778 -0.62899 -8.86180 -0.604
O 0.70526 -5.08707 10.92663 -0.610
H -0.38412 7.44370 7.26386 0.389
H -4.34662 -4.55399 8.20455 0.336
H -7.55633 2.87407 -7.07583 0.333
S -10.02660 3.23566 -7.13802 0.461
H -5.65577 -4.78227 -3.24283 0.331
H -6.97456 -6.91063 -5.42524 0.310
S 0.48024 5.97299 -7.59990 0.507
H -9.65591 1.05099 -6.35888 0.335
H 7.03614 -5.01194 3.01945 0.370
H 1.26713 -1.90385 9.89668 0.338
H 2.20041 7.69726 -8.26698 0.340
C 7.83084 -4.62835 3.65929 -0.899
S 0.60530 -5.66505 3.55793 0.494
C 3.05934 -3.80946 10.54137 -0.848
S -4.80059 -6.94438 -4.06759 0.503
H -0.68511 -7.28632 4.60637 0.311
H -4.82203 -5.61366 -1.97006 0.321
C -5.54577 -5.75916 -2.77200 -0.921
H -10.93470 1.20707 -7.78250 0.306
H 1.41586 4.76506 -5.62836 0.326
H 1.46442 -3.18281 -9.90423 0.328
C 0.70241 -3.11458 -9.12784 -0.918
C -0.76257 -6.82183 3.62334 -0.910
H 2.61184 5.23176 -6.84269 0.330
S 6.59120 7.77453 -0.88109 0.462
C 6.85256 -2.26147 3.25998 -0.955
H -0.26797 1.03994 3.09662 0.330
H 3.37342 -2.76723 10.59803 0.334
C -0.46644 -1.26026 -7.56393 -0.848
H 0.40564 1.12532 1.51535 0.295
H -6.27681 -5.38677 -5.26007 0.272
H -0.81372 6.94949 5.84604 0.339
H 0.78891 8.34736 -7.38833 0.315
H 8.38410 -4.10835 2.87725 0.284
H -2.20031 10.58084 6.07750 0.303
H -1.66492 -6.21248 3.67410 0.310
O -2.48595 0.08055 1.30703 -0.615
O -0.85693 6.21715 -6.91187 -0.621
H 2.76530 -3.99239 9.50784 0.293
C 1.12767 7.59649 -8.10214 -0.906
H -9.12971 1.26613 -7.97252 0.287
O -3.75670 7.82406 5.85528 -0.604
H -2.31515 1.72701 -0.98671 0.356
H -0.16632 -3.63498 -9.53107 0.357
H -8.32252 2.79498 -5.55892 0.357
H 0.06558 -3.76501 2.13638 0.326
C 0.74373 -2.33480 10.75015 -0.889
H -0.90535 2.81766 -0.25908 0.363
C 5.90596 6.26849 -0.08230 -0.902
O 4.77951 -1.19125 -2.77470 -0.615
H -1.09209 -2.15270 -7.57864 0.297
H 1.00761 -3.39428 -8.11952 0.294
H -5.62128 -3.63673 9.09852 0.293
H -1.00301 -0.33820 -7.34036 0.314
C -5.41503 -4.37210 8.32083 -0.850
H 0.31554 -1.42988 -6.82377 0.282
H -6.30067 -6.28644 -2.18873 0.316
S 5.22366 -1.69108 -4.14918 0.483
C -1.72285 9.61279 5.92576 -0.852
H 6.62521 5.85521 0.62481 0.351
H -0.66850 9.66891 6.19653 0.299
H -0.92068 -7.46496 2.75762 0.359
H 6.81688 -3.19900 -2.98494 0.302
C 6.57372 -0.59769 -4.81110 -0.919
H 7.52859 -2.33233 2.40789 0.305
H 0.56263 7.89271 -8.98594 0.315
C -1.55528 1.94293 -0.23566 -0.969
H 6.81855 -3.34559 -4.78987 0.323
H -1.60537 6.01282 7.00188 0.322
H -5.55474 -6.65884 -6.37120 0.300
S 1.43902 -3.89059 11.51979 0.474
H -4.44863 -1.97827 6.75840 0.367
H 5.58933 5.47072 -0.75417 0.308
H 7.51340 -0.87710 -4.33462 0.314
O 0.40412 -4.63242 4.63002 -0.614
C 7.82984 7.05726 -1.90522 -0.850
H -0.72702 -4.98396 1.45008 0.313
H 4.98552 6.50484 0.45157 0.309
H 1.07675 -5.01101 1.27447 0.292
C 0.23368 -4.82382 1.93951 -0.880
C -0.35172 1.58031 2.15371 -0.883
H 5.84103 -2.56773 2.99331 0.359
H 6.58547 -1.22775 3.47951 0.336
H 6.62759 -0.43367 -5.88734 0.327
C -8.31905 3.37644 -6.48086 -0.908
H -5.92344 -1.68532 7.54159 0.306
H -1.83445 9.41956 4.85885 0.303
H -8.39800 4.45231 -6.32472 0.285
C 1.73737 5.57133 -6.28764 -0.923
H 8.55409 6.68835 -1.17895 0.336
H -0.06954 2.60472 2.39674 0.350
S -2.64808 8.27857 6.81108 0.496
O -5.32617 -8.35765 -3.86494 -0.610
H -0.10683 -2.85104 10.30505 0.301
O -7.62842 -3.54459 6.94216 -0.605
O -9.93725 4.00755 -8.48747 -0.606
H 6.34617 0.33925 -4.30271 0.337
```

***

If you had to name the least stable structure above, which would it be? It would be two.